{
  "formula": "C8H8N2O2",
  "method": "the ωB97M-V functional and the def2-TZVPD basis",
  "relative_energy_kcal_mol": 164.0,
  "molar_mass_g_mol": 164.2,
  "orbital_gap_ev": [7.4, 7.4],
  "e_homo_ev": [-8.51, -8.51],
  "total_charge": 0,
  "elements": ["C", "C", "C", "C", "C", "C", "C", "C", "N", "N", "O", "O", "H", "H", "H", "H", "H", "H", "H", "H"],
  "xyz": [[-0.017134, 1.932361, 0.724896], [-1.355946, 1.528521, 0.728686], [1.024920, -0.256386, 0.153564], [1.073058, 1.084942, 0.412174], [2.348199, -0.662344, -0.149777], [-1.859712, 0.291658, 0.090397], [2.903391, -1.986736, -0.543186], [-3.261315, 0.220670, -0.300689], [3.103285, 0.391494, -0.158281], [-1.098972, -0.702903, -0.185866], [-1.489858, -1.807712, -0.556582], [2.425529, 1.466469, 0.212963], [0.152355, 2.932882, 1.141153], [-2.088459, 2.060888, 1.257347], [2.248129, -2.642932, -1.137210], [3.945565, -1.884814, -0.972961], [2.929147, -2.498124, 0.383700], [-3.981195, 0.266808, 0.583941], [-3.584754, 1.047401, -0.880293], [-3.416241, -0.782144, -0.803968]],
  "forces_ev_per_angstrom": [[-2.590, 0.793, 1.241], [3.391, -1.521, -1.438], [-3.207, 0.762, 0.090], [1.360, -1.240, -1.318], [-0.633, -0.427, -1.719], [1.448, 2.462, 1.332], [0.607, 0.064, -0.455], [-2.274, -2.292, 1.060], [1.564, -1.013, 0.083], [2.356, -1.360, 0.328], [1.196, 0.258, -0.130], [-3.037, 1.235, 0.897], [0.251, -0.483, -0.136], [-0.800, 1.165, 0.199], [0.171, 0.779, -0.240], [-1.364, -0.157, 0.492], [0.633, -0.924, 1.029], [1.072, -0.279, -0.751], [0.019, 0.716, -0.956], [-0.163, 1.463, 0.391]]
}

***

{
  "formula": "C8H8N2O4Se",
  "method": "the ωB97M-V functional and the def2-TZVPD basis",
  "relative_energy_kcal_mol": 51.3,
  "molar_mass_g_mol": 275.1,
  "orbital_gap_ev": [8.0, 7.0],
  "e_homo_ev": [-9.13, -9.24],
  "total_charge": 0,
  "elements": ["C", "C", "C", "C", "C", "C", "C", "C", "N", "N", "O", "O", "O", "O", "Se", "H", "H", "H", "H", "H", "H", "H", "H"],
  "xyz": [[-3.196133, 0.620203, 0.863648], [-2.488132, 1.640411, 1.455834], [-2.813973, 0.020251, -0.294700], [-1.159617, 1.804138, 1.000433], [-1.493847, 0.263089, -0.742336], [-0.699440, 1.179571, -0.170701], [1.350082, -2.244532, -1.377132], [1.927374, -0.014450, -0.310524], [1.713482, -0.566677, 0.972965], [3.342745, 0.037398, -0.608866], [1.163513, 0.105246, 1.809434], [4.118182, -0.490870, 0.146863], [2.158654, -1.668703, 1.164932], [3.564056, 0.735353, -1.556787], [0.992061, 1.533630, -0.923106], [-4.277311, 0.652021, 1.201524], [-2.752054, 2.108107, 2.519920], [-3.405456, -0.758363, -0.568281], [-0.465756, 2.471440, 1.569805], [-1.215786, -0.208886, -1.677539], [2.070483, -3.009132, -1.576842], [0.636061, -2.542528, -0.621903], [0.930802, -1.666725, -2.276634]],
  "forces_ev_per_angstrom": [[-3.682, 2.294, 0.825], [2.805, 0.434, 2.513], [3.009, 0.998, 1.533], [0.114, 1.508, 0.862], [-2.505, -1.543, -2.076], [0.040, 0.773, 1.891], [-1.571, 2.100, -1.427], [-0.833, -0.874, -1.574], [0.111, -0.722, 1.189], [-0.949, 0.014, 1.235], [-0.584, 0.762, 0.609], [0.856, 0.055, -0.493], [-0.115, -0.908, 0.442], [1.282, 0.657, -1.595], [0.803, -0.237, -0.020], [1.235, -1.102, -0.368], [0.257, -0.947, -2.784], [-1.455, -2.000, -1.750], [-0.697, -0.587, -0.678], [0.275, -0.129, 0.084], [0.893, 0.161, 0.010], [-0.058, 0.334, 0.083], [0.767, -1.042, 1.490]]
}

***

{
  "formula": "C8H8N2Se",
  "method": "the ωB97M-V functional and the def2-TZVPD basis",
  "relative_energy_kcal_mol": 0.0,
  "molar_mass_g_mol": 211.1,
  "orbital_gap_ev": 8.7,
  "e_homo_ev": -8.66,
  "smiles": "Cc1cc(C)c(C#N)c([SeH])n1",
  "total_charge": 0,
  "elements": ["C", "C", "C", "C", "C", "C", "C", "C", "N", "N", "Se", "H", "H", "H", "H", "H", "H", "H", "H"],
  "xyz": [[2.011911, 1.944582, 0.098751], [-1.169340, -0.027174, -0.289707], [1.032123, 0.914989, 0.021735], [-0.314511, 1.072726, -0.231792], [-0.681543, -1.305530, 0.046211], [1.485838, -0.565744, 0.105983], [-0.878525, 2.455432, -0.211942], [-1.382749, -2.596825, 0.191101], [2.828531, 2.745131, 0.027930], [0.611928, -1.475187, 0.078715], [3.340975, -0.850990, 0.330284], [-2.149283, 0.163745, -0.603878], [-0.959685, 2.942461, -1.215735], [-1.909394, 2.378075, 0.058911], [-0.268376, 3.103362, 0.500870], [-2.561048, -2.388952, 0.390142], [-1.051328, -3.173659, -0.714369], [-0.849221, -3.034600, 1.009775], [2.863698, -2.301839, 0.407015]],
  "forces_ev_per_angstrom": [[-0.753, -0.430, -0.358], [1.217, -1.542, 0.713], [0.785, -4.111, 0.008], [0.762, 0.813, 0.529], [-1.381, 2.283, -1.875], [-0.149, 6.055, -0.197], [0.553, 1.173, -0.575], [-2.548, 0.907, -0.585], [0.515, 0.489, 0.223], [1.884, -2.257, 0.984], [-0.676, -1.827, -0.067], [-1.527, -0.023, 0.069], [0.654, -0.342, 0.629], [-0.623, 0.214, 0.751], [-1.078, -0.674, -1.042], [2.874, -1.145, -0.698], [-1.126, 0.204, 0.731], [-0.367, -0.684, 0.730], [0.984, 0.897, 0.030]]
}

***

{
  "formula": "C8H8N3",
  "method": "the ωB97M-V functional and the def2-TZVPD basis",
  "relative_energy_kcal_mol": 47.5,
  "molar_mass_g_mol": 146.2,
  "orbital_gap_ev": 8.1,
  "e_homo_ev": -11.93,
  "smiles": "C=Nc1ccccc1[N+]#CN",
  "total_charge": 1,
  "elements": ["C", "C", "C", "C", "C", "C", "C", "C", "N", "N", "N", "H", "H", "H", "H", "H", "H", "H", "H"],
  "xyz": [[-2.476916, 1.485178, -0.132922], [-2.734569, 0.117065, 0.345372], [-1.140405, 1.854166, -0.382666], [-1.698073, -0.788368, 0.448913], [-0.122838, 0.917722, -0.225105], [-0.349570, -0.465149, -0.047119], [2.335656, 0.892289, 0.047649], [0.668064, -2.587343, -0.427401], [1.247329, 1.242729, -0.162696], [0.561873, -1.425671, 0.034002], [3.555098, 0.623735, 0.236227], [-3.252546, 2.283419, -0.111156], [-3.752494, -0.141795, 0.469245], [-0.836984, 2.913025, -0.698182], [-1.939823, -1.773242, 0.924042], [1.464623, -3.261915, 0.033758], [0.302502, -3.050219, -1.276194], [4.368723, 0.916629, -0.277121], [3.800353, 0.247739, 1.201351]],
  "forces_ev_per_angstrom": [[1.008, -0.748, 0.732], [1.705, 2.692, -1.533], [-0.870, 1.545, 0.095], [0.140, -0.293, -0.622], [0.944, -1.483, -0.501], [-4.146, 0.667, 1.229], [-1.385, 0.798, -0.957], [3.095, -0.471, 1.996], [-0.463, 0.074, -0.052], [1.583, -0.536, 0.836], [2.050, -1.439, 3.128], [0.556, -1.013, -0.347], [-0.727, -0.432, 0.697], [-0.646, -1.668, 0.705], [0.640, 0.797, -0.867], [-0.922, 1.019, -0.339], [-1.914, -0.351, -1.820], [-0.230, 0.197, -0.741], [-0.419, 0.645, -1.641]]
}

***

{
  "formula": "C8H8N4O",
  "method": "the ωB97M-V functional and the def2-TZVPD basis",
  "molar_mass_g_mol": 176.2,
  "orbital_gap_ev": [6.9, 7.4],
  "e_homo_ev": [-6.91, -8.73],
  "spin_multiplicity": 3,
  "total_charge": 0,
  "elements": ["C", "C", "C", "C", "C", "C", "C", "C", "N", "N", "N", "N", "O", "H", "H", "H", "H", "H", "H", "H", "H"],
  "xyz": [[-0.406466, 1.812178, 0.555229], [0.007952, -0.992690, -2.606506], [-0.156430, 0.964099, 1.617676], [0.039114, -1.345789, -1.257045], [1.515745, 0.925212, 0.196014], [-1.875099, -0.426809, -1.735641], [1.934265, -0.359315, 2.261850], [-1.475437, -0.666870, 0.590647], [0.657302, 1.745370, -0.293179], [-1.283394, -0.458069, -2.851461], [1.116129, 0.388775, 1.415276], [-1.104849, -0.910636, -0.681183], [2.890201, -0.964085, 1.799109], [-1.361746, 2.207061, 0.411801], [0.768263, -0.840737, -3.397868], [-0.556883, 0.937717, 2.605642], [0.834595, -1.645378, -0.668233], [2.407118, 0.726055, -0.392057], [-2.858070, -0.075196, -1.528527], [1.470317, -0.523686, 3.286010], [-2.562625, -0.497206, 0.672447]],
  "forces_ev_per_angstrom": [[1.699, -1.482, 1.533], [-1.389, 0.627, 0.644], [0.619, -0.323, 0.404], [0.770, 1.147, -2.302], [0.770, -0.095, -0.551], [-0.495, -0.044, 1.385], [-0.076, -2.131, -0.775], [-1.531, -0.312, 0.582], [-0.990, 0.855, -0.981], [2.002, -0.302, -1.578], [-0.052, 1.535, -0.703], [-0.558, -0.094, -1.239], [-1.110, 1.282, 1.357], [-0.901, 1.141, -0.667], [-0.528, -0.859, 0.897], [-0.555, -0.225, 0.276], [1.359, -0.758, 0.938], [0.062, -0.437, 0.846], [-0.568, 0.210, -0.021], [0.812, 0.381, -0.821], [0.660, -0.116, 0.777]]
}

***

{
  "formula": "C8H8N4O4",
  "method": "the ωB97M-V functional and the def2-TZVPD basis",
  "relative_energy_kcal_mol": 70.3,
  "molar_mass_g_mol": 224.2,
  "orbital_gap_ev": 9.3,
  "e_homo_ev": -9.25,
  "smiles": "O=c1cc[nH]c(=O)[nH]1.O=c1cc[nH]c(=O)[nH]1",
  "total_charge": 0,
  "elements": ["C", "C", "C", "C", "C", "C", "C", "C", "H", "H", "H", "H", "H", "H", "H", "H", "N", "N", "N", "N", "O", "O", "O", "O"],
  "xyz": [[3.715116, 0.522024, -0.607420], [3.350629, 0.874430, 0.808005], [2.354812, 0.205505, 1.472555], [1.733370, -1.061854, -0.476942], [-2.161355, 1.428847, -0.410259], [-1.174568, 0.312227, -0.219891], [-1.654719, -0.926075, 0.140937], [-3.981400, -0.147652, -0.408818], [2.973924, -0.697017, -2.095993], [4.035354, 1.552509, 1.272120], [2.151792, 0.309362, 2.570281], [0.830410, -1.209736, 1.407194], [-4.227375, 1.968873, -0.427522], [-0.079932, 0.602923, -0.223218], [-0.978844, -1.801498, 0.344859], [-3.423714, -1.951281, 0.603984], [2.791582, -0.475282, -1.125835], [1.515197, -0.663202, 0.823120], [-3.490070, 1.097104, -0.619919], [-3.047571, -0.999348, -0.028905], [4.568629, 0.986451, -1.301628], [1.072609, -1.965867, -0.929732], [-1.734990, 2.524479, -0.248821], [-5.138888, -0.485926, -0.318148]],
  "forces_ev_per_angstrom": [[-2.657, -0.556, 1.224], [-0.130, -1.244, -0.341], [0.964, 1.031, 0.118], [0.444, -1.120, 0.123], [1.629, -2.349, 0.659], [0.420, -1.308, 0.465], [0.536, 3.240, -2.070], [-1.386, 0.007, 1.487], [-0.345, -0.351, 0.081], [-0.009, 0.233, 0.448], [0.271, 0.164, -1.296], [1.193, 0.845, -1.359], [2.549, -3.159, -1.046], [-1.956, -0.289, -0.020], [-1.427, 0.782, -0.188], [0.673, 3.896, -3.084], [0.976, 1.319, 0.311], [-0.134, -0.321, 1.680], [-2.401, 4.669, 0.132], [2.011, -8.611, 4.416], [0.391, -0.026, -0.061], [-0.414, -0.206, -0.699], [-0.320, 2.614, -0.242], [-0.876, 0.741, -0.736]]
}